Here is a single CH2F3NP2 molecule at a distorted geometry from OMol25. Energies are from ωB97M-V with the def2-TZVPD basis set.

Its highest occupied orbital energy is -10.2 eV. The SMILES is C=[P@@]1(F)N=P1(F)F. The calculation puts the energy above the lowest of the compared OMol25 structures with the same formula, charge and spin at 82.5 kJ/mol.

Bonds (Å) are listed after each position.
Atoms and positions in Å:
1 C 2.02111 0.87588 0.14975  P2 1.657, H8 1.071, H9 1.087
2 P 2.48077 1.15564 -1.41720  C1 1.657, F3 1.642, N4 1.576, P5 2.532
3 F 1.90033 2.56201 -2.03420  P2 1.642
4 N 2.46086 0.13819 -2.62077  P2 1.576, P5 1.700
5 P 1.89803 -1.26945 -1.85141  P2 2.532, N4 1.700, F6 1.633, F7 1.608
6 F 3.17886 -1.75344 -0.96159  P5 1.633
7 F 2.20636 -2.32502 -3.02447  P5 1.608
8 H 1.43149 1.65883 0.58172  C1 1.071
9 H 2.68589 0.13838 0.59106  C1 1.087